The following is a quantum chemistry calculation of a cluster of 20 separate species, C75H165N20O45P5 in total in a non-equilibrium geometry, from OMol25.

XYZ file:
```
310
Properties=species:S:1:pos:R:3:mulliken_charge:R:1
C -18.557 -5.102 13.330 -0.889
N -18.936 -6.502 13.006 0.727
O -18.180 -7.191 12.269 -0.152
O -19.948 -7.034 13.409 -0.349
H -17.479 -4.963 13.254 -0.095
H -18.885 -5.076 14.369 0.578
H -19.106 -4.476 12.626 0.415
C -17.525 -2.327 14.993 -0.244
N -16.259 -2.059 14.230 0.749
O -15.325 -1.441 14.858 -0.550
O -16.253 -2.396 13.032 -0.122
H -18.160 -2.949 14.362 -0.235
H -18.048 -1.376 15.097 0.052
H -17.266 -2.736 15.970 0.377
C -27.315 -4.796 8.991 -0.180
N -27.153 -6.250 9.472 0.911
O -26.031 -6.713 9.694 -0.426
O -28.241 -6.845 9.491 -0.582
H -28.330 -4.403 9.033 0.316
H -26.955 -4.712 7.965 0.288
H -26.673 -4.290 9.712 -0.257
C -23.595 -7.953 7.555 -0.020
N -22.776 -8.441 6.449 0.953
O -23.096 -9.447 5.769 -0.592
O -21.721 -7.868 6.238 -0.441
H -23.394 -8.697 8.325 0.053
H -24.667 -7.941 7.356 0.348
H -23.414 -6.907 7.805 -0.351
C -16.746 -8.699 6.260 -0.201
N -16.352 -9.186 4.882 0.993
O -16.277 -10.375 4.700 -0.605
O -16.148 -8.399 3.963 -0.573
H -16.847 -7.614 6.233 -0.073
H -16.061 -9.115 6.999 0.160
H -17.728 -9.158 6.374 0.292
C -19.002 0.300 2.275 -1.711
C -20.156 -0.362 3.013 2.057
C -21.056 0.547 3.742 0.876
O -22.323 0.225 3.136 -0.389
C -22.241 -0.647 2.204 0.501
O -23.193 -1.099 1.625 -0.612
O -20.921 -1.006 2.080 -0.397
H -19.418 0.941 1.498 0.487
H -18.435 -0.497 1.795 0.316
H -18.272 0.850 2.869 0.098
H -19.856 -1.114 3.744 -0.795
H -20.921 1.622 3.624 0.122
H -21.052 0.229 4.784 -0.564
C -24.712 -2.571 11.442 -0.906
C -24.133 -3.008 12.764 0.924
C -23.615 -4.456 12.781 2.164
O -22.282 -4.381 13.265 -0.172
C -21.899 -3.091 13.331 0.357
O -20.729 -2.787 13.573 -0.499
O -22.984 -2.224 13.075 -0.277
H -25.035 -1.530 11.425 0.576
H -25.599 -3.176 11.257 -0.436
H -24.027 -2.743 10.613 0.202
H -24.797 -2.963 13.627 -0.133
H -23.765 -4.932 11.813 0.021
H -24.217 -5.057 13.463 -2.021
C -16.471 -10.028 12.232 -2.022
C -17.201 -11.011 13.068 1.764
C -17.350 -12.392 12.513 0.012
O -16.975 -13.255 13.575 -0.352
C -16.423 -12.571 14.496 0.563
O -15.966 -13.146 15.483 -0.644
O -16.565 -11.266 14.306 -0.475
H -16.193 -9.159 12.827 0.249
H -16.952 -9.522 11.395 0.492
H -15.517 -10.372 11.831 0.495
H -18.193 -10.682 13.378 -0.300
H -16.688 -12.549 11.661 0.433
H -18.353 -12.553 12.118 -0.138
C -13.376 -5.167 15.549 -1.383
C -13.397 -6.357 14.563 0.629
C -13.834 -5.925 13.155 0.017
O -12.806 -6.367 12.268 0.160
C -11.748 -6.825 12.937 0.404
O -10.728 -7.209 12.414 -0.550
O -12.032 -6.751 14.294 -0.426
H -13.016 -5.441 16.540 0.405
H -14.391 -4.820 15.741 0.282
H -12.788 -4.329 15.173 0.377
H -14.040 -7.205 14.798 0.277
H -13.904 -4.840 13.076 -0.056
H -14.801 -6.366 12.912 -0.112
C -22.488 -9.817 11.375 -0.862
C -21.187 -10.559 10.931 0.990
C -21.335 -11.974 10.299 -0.489
O -20.710 -11.849 9.048 -0.398
C -20.395 -10.633 8.764 0.276
O -20.050 -10.272 7.660 -0.542
O -20.785 -9.809 9.781 0.267
H -22.925 -10.227 12.285 -0.012
H -23.322 -9.903 10.679 0.671
H -22.238 -8.774 11.574 -0.098
H -20.378 -10.687 11.650 -0.552
H -22.409 -12.161 10.268 0.371
H -20.898 -12.751 10.925 0.321
C -16.354 -2.109 3.139 -1.359
C -17.043 -3.422 2.792 0.484
C -17.171 -4.399 3.935 -0.044
O -18.547 -4.782 3.848 -0.133
C -19.232 -4.007 3.024 0.451
O -20.453 -4.068 2.806 -0.586
O -18.379 -3.153 2.410 -0.276
H -16.476 -1.503 2.241 0.487
H -15.303 -2.350 3.297 0.482
H -16.746 -1.664 4.053 -0.043
H -16.600 -3.958 1.952 0.343
H -17.015 -3.902 4.892 -0.125
H -16.584 -5.306 3.792 0.294
C -20.966 -6.038 10.187 -0.277
C -19.612 -5.564 9.745 2.182
C -19.209 -6.117 8.369 -0.895
O -18.648 -5.028 7.691 0.129
C -19.003 -3.920 8.297 -0.093
O -18.704 -2.772 7.954 -0.221
O -19.705 -4.199 9.358 0.288
H -21.119 -5.754 11.228 -0.280
H -21.126 -7.110 10.069 -0.330
H -21.786 -5.656 9.579 0.078
H -18.792 -5.672 10.455 -0.649
H -19.953 -6.705 7.830 -0.259
H -18.294 -6.702 8.451 0.164
C -15.726 -1.564 9.887 -0.197
C -15.609 -0.346 10.799 2.612
C -14.193 -0.132 11.295 0.128
O -13.978 1.282 11.148 -0.423
C -14.941 1.761 10.347 0.304
O -14.900 2.861 9.801 -0.618
O -15.803 0.788 10.043 0.341
H -14.933 -1.620 9.141 0.320
H -16.708 -1.625 9.418 -0.443
H -15.586 -2.475 10.468 -0.364
H -16.300 -0.435 11.638 -1.956
H -13.466 -0.705 10.719 0.010
H -14.126 -0.476 12.327 0.322
C -15.005 1.940 5.045 -1.615
C -15.815 0.682 5.196 0.769
C -15.600 -0.055 6.489 0.247
O -16.863 -0.483 6.835 0.711
C -17.755 0.201 6.199 -0.526
O -18.988 0.154 6.336 0.252
O -17.170 1.009 5.292 -0.303
H -15.533 2.705 4.476 0.350
H -14.059 1.838 4.513 0.395
H -14.767 2.266 6.058 0.386
H -15.761 -0.007 4.353 -0.052
H -15.270 0.543 7.338 0.071
H -14.871 -0.858 6.376 -0.182
C -19.445 4.403 7.171 -1.373
C -20.303 3.398 6.284 0.847
C -21.300 2.514 6.958 0.946
O -22.412 2.492 6.116 -0.345
C -22.243 3.534 5.337 0.333
O -23.087 3.931 4.607 -0.613
O -21.148 4.206 5.562 -0.433
H -18.485 3.955 7.429 0.255
H -19.997 4.571 8.096 0.297
H -19.240 5.373 6.717 0.432
H -19.765 2.862 5.503 0.138
H -21.577 2.861 7.953 0.127
H -20.861 1.517 6.960 -0.554
O -26.558 -5.210 12.934 -0.736
P -26.783 -5.772 14.290 -0.223
N -26.134 -7.368 14.529 0.817
C -25.861 -8.176 13.337 -1.236
C -26.022 -7.991 15.788 -1.037
N -28.419 -6.075 14.692 0.513
C -29.468 -5.339 13.993 -1.020
C -28.832 -6.728 15.916 -1.101
N -26.206 -4.830 15.553 0.316
C -24.871 -4.945 16.058 -1.271
C -26.865 -3.535 15.784 -1.197
H -24.921 -7.952 12.833 0.218
H -26.608 -8.064 12.551 0.376
H -25.743 -9.251 13.472 0.442
H -25.990 -7.273 16.607 0.442
H -25.098 -8.563 15.878 0.067
H -26.761 -8.748 16.053 0.325
H -29.131 -4.622 13.245 0.211
H -29.976 -6.135 13.449 0.410
H -30.133 -4.858 14.710 0.267
H -27.966 -6.815 16.572 0.316
H -29.522 -6.104 16.484 0.406
H -29.413 -7.645 15.820 0.305
H -24.297 -4.034 15.890 0.584
H -24.899 -5.262 17.100 0.336
H -24.262 -5.668 15.516 0.325
H -26.257 -2.927 16.455 0.470
H -27.738 -3.702 16.414 0.312
H -26.908 -2.932 14.877 0.354
O -20.350 -11.906 13.850 -0.479
P -21.082 -12.214 15.118 -0.319
N -22.396 -13.262 14.819 0.309
C -23.162 -13.055 13.595 -0.599
C -23.069 -14.060 15.834 -0.976
N -21.748 -10.786 15.816 0.615
C -22.617 -10.889 16.993 -1.234
C -22.100 -9.653 14.952 -0.522
N -20.112 -12.984 16.332 0.294
C -19.451 -14.255 16.075 -0.886
C -19.373 -12.148 17.232 -1.010
H -23.516 -12.042 13.782 0.068
H -23.918 -13.822 13.423 0.451
H -22.487 -12.982 12.742 0.021
H -23.123 -13.546 16.794 0.288
H -22.556 -14.993 16.065 0.279
H -24.063 -14.420 15.570 0.404
H -23.677 -11.002 16.765 0.325
H -22.205 -11.679 17.620 0.453
H -22.572 -10.009 17.633 0.269
H -22.165 -8.705 15.487 0.360
H -21.279 -9.499 14.252 -0.009
H -23.042 -9.896 14.460 0.010
H -19.000 -14.755 16.931 0.417
H -20.169 -14.931 15.610 0.252
H -18.697 -14.082 15.307 0.173
H -20.055 -11.602 17.884 0.260
H -18.788 -11.393 16.706 0.248
H -18.628 -12.682 17.821 0.424
O -14.170 -6.466 6.784 -0.714
P -13.333 -6.146 7.931 -0.099
N -11.754 -6.718 7.872 0.259
C -11.039 -6.690 6.573 -1.064
C -10.800 -6.493 8.986 -1.024
N -14.011 -6.769 9.417 1.226
C -15.248 -6.225 9.976 -0.807
C -13.784 -8.216 9.702 -0.936
N -13.153 -4.529 8.201 0.419
C -12.840 -3.878 9.540 -0.287
C -13.798 -3.570 7.198 -1.109
H -10.656 -5.670 6.543 0.332
H -11.793 -6.905 5.816 0.269
H -10.255 -7.445 6.618 0.362
H -10.407 -5.487 9.131 0.257
H -9.961 -7.180 8.871 0.438
H -11.255 -6.825 9.919 0.133
H -15.097 -5.539 10.809 -0.551
H -15.839 -5.840 9.145 0.636
H -15.837 -7.054 10.369 0.189
H -14.057 -8.473 10.725 0.165
H -14.489 -8.761 9.074 0.003
H -12.840 -8.666 9.391 0.456
H -13.706 -3.786 10.195 -0.220
H -12.096 -4.429 10.116 0.125
H -12.543 -2.845 9.358 0.411
H -14.878 -3.547 7.338 0.289
H -13.661 -3.979 6.197 0.318
H -13.348 -2.577 7.184 0.477
O -19.361 3.501 11.895 -0.905
P -19.721 2.066 12.100 -0.100
N -19.167 1.389 13.576 0.665
C -17.683 1.291 13.855 -0.625
C -19.916 1.636 14.798 -1.240
N -19.083 1.025 10.870 0.749
C -18.877 1.640 9.511 -0.704
C -19.035 -0.412 10.941 0.516
N -21.411 1.817 11.991 0.472
C -22.132 0.705 12.507 -1.230
C -22.212 2.850 11.354 -0.946
H -17.441 0.728 14.756 0.506
H -17.321 2.305 14.026 0.399
H -17.122 0.922 12.996 -0.304
H -20.199 2.650 15.081 0.309
H -19.326 1.442 15.694 0.493
H -20.745 0.930 14.842 0.337
H -17.893 2.101 9.425 0.047
H -18.920 0.900 8.712 0.147
H -19.584 2.423 9.235 0.049
H -19.934 -0.958 11.225 -0.535
H -18.635 -0.906 10.056 0.027
H -18.300 -0.623 11.718 -0.346
H -22.614 1.094 13.404 0.715
H -22.930 0.411 11.824 0.362
H -21.563 -0.183 12.783 -0.028
H -21.860 3.214 10.389 0.073
H -22.235 3.705 12.030 0.347
H -23.241 2.529 11.191 0.404
O -24.297 -3.596 8.344 -0.145
P -23.574 -2.799 7.330 -0.676
N -22.210 -3.457 6.516 1.500
C -21.214 -2.655 5.831 -0.178
C -22.221 -4.826 6.030 -0.614
N -22.994 -1.319 8.009 1.091
C -21.832 -1.413 8.951 0.480
C -23.866 -0.262 8.199 -0.525
N -24.659 -2.412 6.015 0.285
C -24.219 -1.494 4.954 -0.485
C -26.127 -2.431 6.224 -0.758
H -21.148 -1.621 6.171 -0.591
H -21.382 -2.694 4.755 0.262
H -20.285 -3.169 6.076 -0.115
H -21.223 -5.264 6.041 0.200
H -22.514 -4.835 4.980 0.435
H -22.857 -5.423 6.684 -0.628
H -20.996 -1.611 8.280 -0.351
H -21.602 -0.532 9.550 0.132
H -21.981 -2.268 9.610 -0.426
H -23.318 0.653 8.425 -0.124
H -24.400 -0.211 7.250 0.223
H -24.446 -0.554 9.074 -0.127
H -24.881 -1.678 4.107 0.488
H -24.336 -0.445 5.225 0.344
H -23.254 -1.765 4.527 -0.362
H -26.597 -2.355 5.243 0.416
H -26.428 -1.589 6.847 0.288
H -26.373 -3.448 6.531 -0.044
```

Output
Net charge: 0
E_tot (eV): -248824.868
HOMO level (eV): -8.21
Largest force on an atom (eV/A): 5.062